[1]
{"formula": "C2H3ClO2", "method": "ωB97M-V/def2-TZVPD", "relative_energy_kj_mol": 436.0, "total_charge": 0, "mol_weight_g_mol": 94.5, "fmax_ev_per_a": 3.511, "total_energy_ha": -688.518109, "gap_ev": [8.8, 8.8], "e_homo_ev": [-8.088, -8.088], "smiles": "O1[C@H]2O[C@@H]12.Cl", "elements": ["O", "Cl", "C", "O", "H", "H", "H", "C"], "xyz": [[0.109, -0.510, 1.003], [-3.196, 0.083, -0.378], [-0.721, 0.575, 0.889], [-0.125, 0.867, -0.352], [-0.621, 1.300, 1.581], [0.741, -0.861, -1.010], [-2.609, 0.885, -1.157], [0.573, -0.232, -0.179]], "forces_ev_per_a": [[0.1, -1.5, 1.3], [-1.1, -0.5, -0.1], [0.5, -1.3, -2.2], [-0.8, 1.1, 0.0], [0.2, 2.4, 2.5], [0.5, -1.0, -0.4], [0.3, 0.3, -0.3], [0.4, 0.4, -0.8]], "nbo_charge": [-0.401, -0.254, 0.177, -0.436, 0.142, 0.168, 0.261, 0.342]}



[2]
{"formula": "C2H3ClO2S", "method": "ωB97M-V/def2-TZVPD", "relative_energy_kj_mol": 301.9, "total_charge": 0, "mol_weight_g_mol": 126.6, "fmax_ev_per_a": 4.821, "total_energy_ha": -1086.735741, "gap_ev": 9.3, "e_homo_ev": -9.182, "elements": ["H", "H", "H", "Cl", "O", "O", "S", "C", "C"], "xyz": [[0.320, -1.676, 0.441], [1.006, 1.325, 0.845], [1.457, 1.371, -0.992], [2.323, -0.500, 0.074], [-0.393, -1.517, -0.160], [-3.194, -0.107, -0.154], [-1.990, 0.646, 0.054], [-0.657, -0.263, 0.001], [1.128, 0.720, -0.109]], "forces_ev_per_a": [[1.4, -0.9, 0.5], [0.5, -0.7, -1.4], [-1.4, -1.1, 1.1], [0.4, -0.7, 0.3], [-1.6, -0.8, -0.5], [-2.2, -1.1, 0.0], [2.1, 0.9, -0.2], [3.6, 3.1, -0.9], [-2.8, 1.3, 1.1]], "nbo_charge": [0.498, 0.222, 0.240, -0.008, -0.644, -0.927, 1.106, -0.004, -0.482]}



[3]
{"formula": "C2H3ClO2S", "method": "ωB97M-V/def2-TZVPD", "relative_energy_kj_mol": 267.2, "total_charge": 0, "mol_weight_g_mol": 126.6, "fmax_ev_per_a": 5.312, "total_energy_ha": -1086.748933, "gap_ev": 7.5, "e_homo_ev": -9.564, "elements": ["C", "H", "H", "S", "O", "H", "Cl", "O", "C"], "xyz": [[0.599, -0.835, 0.945], [0.419, -0.272, 1.759], [1.296, -1.498, 0.593], [1.401, 1.298, -0.398], [0.219, 1.462, -1.479], [-0.530, 2.042, -1.463], [-1.807, 0.294, 0.670], [-0.986, -1.594, -0.769], [-0.612, -0.898, 0.142]], "forces_ev_per_a": [[-1.5, 2.1, -4.7], [0.4, 1.2, 3.2], [2.1, -1.5, 0.2], [-1.4, -1.5, 1.2], [1.3, -1.4, -1.4], [-0.5, 0.9, 1.3], [-0.6, 0.8, 0.6], [1.5, 0.3, 0.8], [-1.3, -0.8, -1.2]], "nbo_charge": [-0.421, 0.236, 0.235, 0.446, -0.854, 0.513, -0.116, -0.498, 0.460]}



[4]
{"formula": "C2H3ClO2S", "method": "ωB97M-V/def2-TZVPD", "relative_energy_kj_mol": 97.0, "total_charge": 0, "mol_weight_g_mol": 126.6, "fmax_ev_per_a": 2.288, "total_energy_ha": -1086.813768, "gap_ev": 9.1, "e_homo_ev": -9.389, "elements": ["C", "H", "C", "H", "H", "Cl", "S", "O", "O"], "xyz": [[-0.341, -0.496, 0.958], [0.222, -1.415, 0.788], [-0.879, 0.068, -0.270], [0.360, 0.240, 1.392], [-0.990, -0.726, 1.740], [2.219, 0.630, -0.037], [0.521, 1.144, -1.300], [0.817, 0.443, -2.511], [-1.930, 0.114, -0.761]], "forces_ev_per_a": [[1.7, 0.2, 0.8], [0.2, 0.2, -0.4], [2.2, 0.7, -0.1], [-0.3, -0.5, -0.3], [-1.9, -0.3, 0.8], [-0.2, 0.5, -0.4], [0.3, 0.0, 2.0], [-0.2, -0.7, -1.7], [-1.7, -0.1, -0.7]], "nbo_charge": [-0.770, 0.274, 0.504, 0.267, 0.245, -0.334, 1.148, -0.873, -0.461]}